[1]
Below is C11H22Ca2N8O9 as an isolated structure, with properties calculated with ωB97M-V with the def2-TZVPD basis set.

```
52
Properties=species:S:1:pos:R:3:forces:R:3:nbo_charge:R:1
Ca 4.0015 1.5378 -0.5275 -1.41 0.02 1.20 1.569
Ca 2.1711 1.6173 -3.7038 -1.57 0.00 0.96 1.608
C 1.2250 1.4193 -1.0156 1.24 -4.57 -2.46 0.948
O 1.9506 2.3510 -1.4760 3.31 3.75 -1.15 -1.069
O 1.7375 0.7332 -0.0804 0.14 0.42 1.79 -0.891
O 0.4693 0.9032 -1.9087 -1.15 0.45 -0.12 -0.883
C -1.3329 -2.7662 -1.5695 -1.22 -0.67 1.36 0.762
O -1.2538 -3.9673 -1.3389 0.71 0.47 -0.64 -0.656
N -0.2823 -1.8852 -1.5593 1.11 -0.71 0.00 -0.897
N -2.5097 -2.1118 -1.6214 0.01 0.06 -0.19 -0.832
H -0.4162 -0.9033 -1.7100 0.21 0.02 -0.25 0.407
H 0.6108 -2.3226 -1.7197 0.01 0.25 -0.04 0.389
H -3.3647 -2.6350 -1.6942 -0.07 0.24 0.09 0.429
H -2.4521 -1.1093 -1.5944 -0.73 -0.39 -0.14 0.389
C 3.7976 -2.2006 1.2332 0.32 -1.26 1.52 0.759
O 3.7758 -2.9120 2.2250 -0.70 0.59 -1.04 -0.582
N 4.8982 -1.3991 1.0508 -0.78 1.36 -0.22 -0.886
N 2.8760 -2.1768 0.2368 -1.21 -0.47 -0.47 -0.851
H 5.5893 -1.5826 1.7650 0.53 0.30 -0.53 0.452
H 5.0393 -1.0675 0.1137 1.12 -0.60 -0.03 0.340
H 2.0187 -2.6895 0.3892 0.25 -0.26 0.27 0.427
H 2.7182 -1.4454 -0.4339 0.41 0.29 0.26 0.369
C -3.1425 0.7866 -2.0922 -3.45 0.10 -1.25 0.733
O -4.3539 0.6097 -2.1681 0.82 0.10 1.02 -0.612
N -2.4566 1.0248 -0.9514 0.50 0.04 1.52 -0.862
N -2.4132 0.6872 -3.2188 3.07 0.48 0.20 -0.846
H -2.9072 1.0063 -0.0518 -0.54 -0.02 -0.32 0.424
H -1.4974 1.2926 -0.9010 0.26 -0.06 -0.48 0.379
H -1.4352 0.9523 -3.0578 -0.66 -0.21 -0.90 0.363
H -2.8231 0.7118 -4.1338 -0.29 0.04 0.15 0.430
C -0.0141 5.2987 -0.7835 -0.37 0.36 -0.61 0.766
O -0.3651 6.3936 -0.3948 0.43 -0.57 -0.04 -0.601
N 1.0740 5.0812 -1.5916 0.28 1.02 0.02 -0.900
N -0.7205 4.1617 -0.5756 -0.79 0.17 1.12 -0.853
H 1.4522 5.9679 -1.8908 0.54 -0.47 -0.31 0.423
H 1.3761 4.1519 -1.8357 0.09 0.68 0.06 0.377
H -1.5213 4.3025 0.0224 -0.05 -0.56 -0.15 0.428
H -0.4401 3.2797 -0.9406 -0.28 -0.18 -0.09 0.359
C -1.5248 -1.6089 4.1129 -0.92 -0.94 1.33 -0.216
C -0.5814 -0.6136 4.0952 0.25 -0.93 -0.03 -0.240
C 0.1349 -0.4737 2.8971 0.23 0.79 -1.60 0.454
C -0.1592 -1.2407 1.7467 -1.12 -1.18 0.32 -0.288
C -1.1181 -2.2454 1.8173 1.13 1.18 -0.45 -0.230
C -1.7792 -2.4611 3.0391 0.61 -0.94 -2.33 0.396
O -2.5508 -3.5461 3.1188 -0.24 0.78 1.43 -0.581
O 1.0638 0.4833 2.7580 -0.02 0.37 1.28 -0.634
H -2.1056 -1.9706 4.9563 0.30 0.83 0.59 0.260
H -0.2586 -0.0822 4.9782 -0.31 0.20 0.01 0.263
H 0.3902 -1.0661 0.8343 -0.06 0.04 0.00 0.235
H -1.3374 -2.8694 0.9590 0.06 -0.03 -0.04 0.250
H -2.5100 -4.1254 2.3479 0.12 0.20 -0.22 0.518
H 1.2565 0.7241 1.8440 -0.12 -0.53 -0.38 0.507
```
Positions in Å, forces in eV/Å.

Computed properties:
HOMO-LUMO gap, eV: 1.9393
Net charge: +2
Energy, Eh: -2902.3078
E_LUMO, eV: -10.441
2S+1: 1
HOMO, eV: -12.380

[2]
Below is a 9-piece molecular cluster, C30H59NO12S4 overall, with properties calculated with ωB97M-V with the def2-TZVPD basis set.

```
106
Properties=species:S:1:pos:R:3:forces:R:3:mulliken_charge:R:1
C -8.9940 18.1994 1.7533 0.07 0.34 -1.33 -0.127
C -8.5596 17.2572 2.8297 -1.40 -0.29 0.38 0.613
O -8.7429 17.5615 3.9909 0.41 -0.22 -0.15 -0.627
C -7.9553 15.9541 2.4108 0.15 -0.36 -0.24 0.442
H -9.0116 17.7932 0.7419 0.39 -0.42 0.09 -0.255
H -8.2476 18.9925 1.7103 -0.29 0.31 0.05 -0.147
H -10.0025 18.6006 1.8541 0.19 0.17 0.75 0.411
H -6.9615 16.2166 2.0482 0.46 -0.29 0.28 -0.352
H -8.3912 15.4685 1.5376 -0.32 0.49 -0.03 -0.303
H -7.9847 15.2057 3.2027 0.46 0.32 0.20 0.324
C -7.4613 17.5172 -4.2183 0.96 -0.09 0.19 -0.260
C -8.2732 18.6574 -3.6196 1.11 -1.84 -0.19 0.435
O -7.9595 19.7984 -3.7200 0.76 2.02 -0.70 -0.602
C -9.3895 18.2945 -2.7515 -0.69 -0.84 0.90 -0.409
H -6.4288 17.7964 -4.4285 -0.09 0.64 -0.27 0.295
H -7.8384 17.0625 -5.1343 -0.43 0.01 0.24 0.159
H -7.3052 16.7519 -3.4581 -0.60 -0.29 -0.08 -0.152
H -9.3535 17.2655 -2.3938 -0.06 -0.12 -0.30 -0.098
H -10.2972 18.4312 -3.3392 -0.30 0.20 0.44 0.365
H -9.2814 18.9260 -1.8696 -0.65 0.28 -0.14 0.191
C -10.5409 15.4036 0.0172 0.21 -0.46 -1.39 -0.363
C -11.3483 14.6081 -1.0531 2.21 2.15 -3.40 0.670
O -11.1642 14.7475 -2.3033 -0.74 -0.40 4.33 -0.596
C -12.2356 13.6329 -0.4522 -1.35 -1.24 -0.41 -1.238
H -10.0276 14.6822 0.6530 -0.41 -0.19 0.23 0.300
H -11.1877 16.0472 0.6135 -0.02 -0.06 0.00 0.522
H -9.7119 15.9385 -0.4461 -0.44 0.23 -0.11 -0.266
H -13.0495 13.3281 -1.1100 -0.16 0.39 -0.10 0.418
H -12.6265 13.9778 0.5051 0.20 -0.38 0.06 0.309
H -11.6600 12.7084 -0.4064 0.20 -0.07 0.71 0.277
C -6.0275 12.7482 4.7626 -0.17 0.27 0.23 -1.413
C -5.7659 13.0085 3.3147 -0.49 0.34 -0.05 1.166
O -6.4411 12.4160 2.5129 0.13 -0.03 -1.18 -0.569
C -4.8080 14.1571 2.9128 -0.08 0.19 0.10 -1.085
H -6.9313 12.1757 4.9711 -0.08 -0.09 -0.73 0.310
H -6.2544 13.7666 5.0781 0.60 -0.04 1.17 0.383
H -5.2424 12.1647 5.2434 0.43 0.80 0.24 0.332
H -4.8758 15.0771 3.4935 -0.29 -0.35 0.82 0.463
H -4.9941 14.5989 1.9339 -0.05 -0.87 -0.42 -0.131
H -3.7660 13.8535 3.0130 0.03 -0.20 -0.13 0.533
C -5.0918 14.9395 -1.6459 0.23 -0.54 -0.21 -0.513
C -6.5011 14.9874 -1.4092 -1.32 0.39 -0.31 0.448
N -7.6316 15.0499 -1.2181 0.17 -0.08 0.08 -0.400
H -4.7935 15.4995 -2.5321 -0.12 0.45 0.28 0.028
H -4.8757 13.9087 -1.9269 0.40 -0.12 0.45 0.218
H -4.6643 15.2637 -0.6971 0.73 -0.07 -0.32 0.200
C -4.1428 10.9002 -0.1919 0.13 1.71 -1.34 -0.157
C -5.5083 10.4947 0.2590 -1.66 0.81 -0.85 -0.278
C -5.3120 9.4963 1.2725 1.10 -1.57 3.64 -0.931
S -3.6639 9.8198 2.1213 1.42 -0.83 1.32 1.108
O -2.6974 8.7087 1.9822 -1.81 0.82 -0.01 -0.711
O -3.8195 10.3530 3.4869 -0.28 -0.24 -1.66 -0.605
C -3.0932 11.0500 0.9556 -1.32 -1.06 -0.58 -0.420
H -4.2941 11.8541 -0.6973 0.51 0.13 -0.17 -0.190
H -3.9680 10.1758 -0.9874 1.32 -0.01 0.25 0.363
H -6.1177 10.0446 -0.5247 0.46 -0.14 -0.57 0.479
H -6.1792 11.3069 0.5391 0.57 0.15 0.69 0.045
H -5.0908 8.4714 0.9744 -0.62 -0.05 -0.31 0.457
H -6.0153 9.5868 2.1003 -0.11 -0.54 -0.05 0.411
H -2.1237 10.6629 0.6421 0.07 0.59 0.22 0.450
H -3.1197 11.9703 1.5391 0.18 0.26 -0.65 0.056
C -4.5531 16.2778 -8.9469 -0.18 0.04 1.08 -0.585
C -6.0782 16.0537 -9.0700 0.23 -1.54 -0.80 -0.757
C -6.6956 15.8576 -7.7067 0.79 0.08 1.98 -0.576
S -5.5294 14.7981 -6.6906 -0.06 1.46 -1.72 0.883
O -5.6884 13.4475 -7.2137 0.38 0.61 1.07 -0.659
O -5.5732 15.1376 -5.2450 0.27 -0.80 -2.42 -0.412
C -4.0971 15.6446 -7.6160 0.53 0.58 2.00 -0.551
H -4.4629 17.3631 -8.9004 0.55 0.00 0.26 0.284
H -3.8962 15.9376 -9.7474 -0.64 -0.19 -0.28 0.323
H -6.1911 15.1261 -9.6311 -0.42 -0.01 -0.16 0.315
H -6.5592 16.8584 -9.6261 0.00 -0.06 0.11 0.374
H -7.6934 15.4330 -7.5961 0.09 0.03 -0.38 0.521
H -6.6136 16.7694 -7.1151 -0.41 0.33 -0.09 0.197
H -3.1687 15.0875 -7.4900 -0.30 -0.91 -0.96 0.631
H -3.7686 16.4518 -6.9612 -0.70 0.34 0.43 0.003
C -1.4295 17.7660 -4.3114 0.43 1.09 -0.30 -0.363
C -1.4665 17.0094 -2.9973 0.12 -3.47 -0.52 0.193
C -0.5938 15.6771 -3.2193 0.36 1.08 -0.15 -0.758
S 0.1113 15.7370 -4.9074 1.06 -3.38 2.25 1.094
O -0.7320 14.8122 -5.6952 0.79 2.27 0.23 -0.587
O 1.5445 15.4101 -4.8153 -1.59 0.76 -0.58 -0.691
C -0.1143 17.4737 -5.1084 -1.33 -0.14 -0.34 -0.728
H -1.5643 18.7961 -3.9816 0.39 0.39 -0.82 0.475
H -2.2967 17.5390 -4.9315 0.09 -0.22 0.04 -0.089
H -2.4803 16.6256 -2.8834 -0.13 0.33 0.35 -0.352
H -1.1988 17.5396 -2.0833 0.30 0.09 -0.36 0.315
H -1.0849 14.7040 -3.2263 -0.32 0.29 0.40 0.396
H 0.2904 15.6534 -2.5822 -0.15 -0.09 0.12 0.359
H -0.2087 17.4481 -6.1940 -0.07 1.19 -0.14 0.437
H 0.7727 17.9852 -4.7348 -0.05 -0.15 -0.20 0.328
C -3.6454 20.9960 0.4939 -0.73 -0.78 1.41 -0.797
C -4.9962 21.1870 1.3027 0.69 -0.38 -1.31 -0.734
C -5.3722 19.8337 1.9630 0.35 1.47 -0.48 -0.663
S -5.0268 18.6199 0.6481 0.53 0.74 0.22 1.256
O -6.2311 18.5321 -0.1628 0.95 -0.26 0.41 -0.469
O -4.3714 17.4447 1.2082 -0.73 0.37 -0.51 -0.729
C -3.7104 19.6111 -0.2359 -0.43 0.72 0.25 -0.654
H -2.7986 20.8315 1.1602 -0.10 0.53 0.42 0.308
H -3.4724 21.9454 -0.0127 0.12 -0.56 -0.76 0.380
H -5.7075 21.4690 0.5265 -0.42 -0.31 0.03 0.299
H -4.9712 22.0749 1.9344 0.22 -0.43 0.49 0.468
H -6.4301 19.8252 2.2253 0.16 -0.37 -0.03 0.235
H -4.7418 19.7165 2.8445 -0.03 -0.56 -0.12 0.388
H -3.9295 19.6497 -1.3030 -0.28 -0.07 0.12 0.468
H -2.7664 19.0939 -0.0642 -0.25 -0.21 -0.14 0.240
```
Positions in Å, forces in eV/Å.

Computed properties:
HOMO-LUMO gap, eV: 9.2538
Net charge: 0
Energy, Eh: -3728.6620
E_LUMO, eV: -0.086
2S+1: 1
Structure (SMILES): O=S1(=O)CCCC1.O=S1(=O)CCCC1.O=S1(=O)CCCC1.O=S1(=O)CCCC1.CC(C)=O.CC(C)=O.CC(C)=O.CC(C)=O.CC#N
HOMO, eV: -9.340